Entry from the Open Molecules 2025 dataset: C37H26N7O3ReS2 as an isolated structure (ωB97M-V with the def2-TZVPD basis set).

```
76
Properties=species:S:1:pos:R:3
Re -0.0876 -1.4729 -1.3502
N 6.2548 2.3999 5.9112
C 5.5384 1.9785 5.1173
C 4.6397 1.4479 4.1221
C 4.9121 1.6286 2.7701
C 4.0495 1.1125 1.8189
C 2.9091 0.4094 2.1992
C 2.6453 0.2340 3.5570
C 3.5002 0.7492 4.5156
C 1.9746 -0.1674 1.1885
C 1.8742 -1.5592 1.1029
C 2.6600 -2.5056 1.8370
C 2.3236 -3.7584 1.3830
C 1.3595 -3.5666 0.3852
N 1.0733 -2.2526 0.2046
C 1.1944 0.7115 0.4287
C 1.2955 2.1749 0.4905
C 0.2966 2.6933 -0.2096
C -0.5600 1.5755 -0.7385
N 0.2151 0.3659 -0.4392
H 5.8024 2.1655 2.4709
H 4.2770 1.2401 0.7664
H 1.7509 -0.2969 3.8616
H 3.2883 0.6189 5.5681
H 3.3937 -2.2595 2.5883
H 2.7230 -4.7085 1.7019
H 0.8887 -4.3338 -0.2096
H 2.0508 2.7092 1.0442
H 0.0598 3.7340 -0.3751
H -0.7216 1.6715 -1.8112
C -2.7930 -4.7945 -0.5402
C -2.3460 -5.8028 -1.3877
C -1.2887 -5.5554 -2.2394
C -0.6902 -4.3008 -2.2499
N -1.1443 -3.3274 -1.4312
C -2.1613 -3.5732 -0.5873
C 0.4726 -3.9035 -3.0418
C 1.0844 -4.7256 -3.9849
C 2.2031 -4.2803 -4.6676
C 2.7139 -3.0133 -4.4092
C 2.0996 -2.1876 -3.4764
C 0.9766 -2.6205 -2.7813
H -3.6085 -4.9519 0.1516
H -2.8143 -6.7786 -1.3699
H -0.9092 -6.3359 -2.8840
H -2.4631 -2.7577 0.0559
H 0.6884 -5.7125 -4.1952
H 2.6762 -4.9177 -5.4029
H 3.5943 -2.6673 -4.9368
H 2.5016 -1.1966 -3.2947
O -1.1440 -0.4461 -4.0869
C -0.7788 -0.7851 -3.0640
N -2.5315 7.9730 1.0046
C -2.4732 6.6201 1.1287
C -3.5010 5.8103 0.6097
C -3.4433 4.4424 0.7326
C -2.3505 3.8511 1.3668
C -1.3360 4.6376 1.9068
C -1.3984 6.0078 1.7946
S -2.2439 2.1205 1.4861
O -3.5327 1.5727 1.7680
O -1.1149 1.7776 2.2888
N -1.9155 1.5490 -0.1160
C -2.8697 0.7281 -0.7159
S -4.5376 1.1515 -0.9190
C -4.8028 -0.2973 -1.7911
C -3.6550 -0.9966 -1.8836
N -2.5693 -0.4212 -1.2565
H -3.3059 8.4130 0.5460
H -1.7993 8.5560 1.3628
H -4.3492 6.2746 0.1205
H -4.2630 3.8315 0.3714
H -0.5210 4.1598 2.4367
H -0.6246 6.6250 2.2365
H -5.7845 -0.5492 -2.1622
H -3.5283 -1.9422 -2.3923
```

Calculated values
total charge = +1
total energy = -2909.030214 hartree
lowest unoccupied orbital energy (alpha / beta) = -2.70 / -4.41 eV
ΔE to the lowest compared entry with this formula, charge and spin = 0.463 eV
HOMO energy (alpha / beta) = -9.76 / -10.71 eV
2S+1 = 4
<S²> = 3.797

Results of the Mulliken charge analysis, in e, for atoms 1 through 5: 1.529, -0.488, -0.142, 0.544, -0.860

***

Entry from the Open Molecules 2025 dataset: C37H26N7O5Tm as an isolated structure in a non-equilibrium geometry (ωB97M-V with the def2-TZVPD basis set).

```
76
Properties=species:S:1:pos:R:3
Tm -1.2250 2.3001 0.1315
C -5.3722 3.8807 -0.9447
C -6.1263 3.5918 0.1803
C -5.6195 2.7160 1.1281
C -4.3525 2.1783 0.9516
N -3.6366 2.4341 -0.1590
C -4.1498 3.2526 -1.0820
C -3.6915 1.3314 1.9787
C -4.3678 0.8040 3.0684
C -3.6766 0.0479 4.0021
C -2.3217 -0.1809 3.8210
C -1.7156 0.3640 2.7080
N -2.3697 1.1151 1.8123
H -5.7215 4.5662 -1.7031
H -7.0966 4.0463 0.3268
H -6.2047 2.4807 2.0041
H -3.5524 3.4031 -1.9756
H -5.4276 0.9669 3.1918
H -4.1949 -0.3591 4.8599
H -1.7469 -0.7709 4.5196
H -0.6615 0.2032 2.5102
C 5.6931 -9.3430 -3.8971
O 4.3466 -8.9732 -4.1668
C 3.8877 -7.8177 -3.6808
C 4.6405 -6.9278 -2.9112
C 4.0685 -5.7549 -2.4599
C 2.7432 -5.4350 -2.7566
C 1.9959 -6.3364 -3.5285
C 2.5554 -7.5039 -3.9809
C 2.1224 -4.2066 -2.3063
N 0.8819 -3.8364 -2.5685
C 0.7205 -2.6308 -1.9730
C 1.8812 -2.2369 -1.3203
N 2.7646 -3.2558 -1.5464
C 1.9802 -1.0217 -0.6043
C 3.1251 -0.5992 0.0980
C 3.1079 0.5980 0.7610
C 1.9466 1.3722 0.7269
N 0.8475 1.0039 0.0812
C 0.8420 -0.1792 -0.5915
C -0.3641 -0.5603 -1.2882
N -1.4265 0.2963 -1.2735
C -2.5428 -0.0826 -1.8870
C -2.6927 -1.2974 -2.5515
C -1.6284 -2.1616 -2.5962
C -0.4327 -1.7965 -1.9614
H 5.8416 -10.3010 -4.3839
H 5.8645 -9.4514 -2.8243
H 6.3919 -8.6136 -4.3117
H 5.6695 -7.1448 -2.6632
H 4.6844 -5.0905 -1.8648
H 0.9685 -6.0919 -3.7595
H 1.9871 -8.2056 -4.5767
H 3.7162 -3.3165 -1.2314
H 4.0105 -1.2218 0.1099
H 3.9706 0.9528 1.3063
H 1.9136 2.3251 1.2350
H -3.3685 0.6154 -1.8569
H -3.6327 -1.5410 -3.0254
H -1.6726 -3.1154 -3.1061
O -1.9358 4.3066 1.0194
C -0.7503 4.4703 1.4234
O 0.1285 3.6124 1.0335
C -0.3496 5.5749 2.3083
C -1.2550 6.5630 2.6920
C -0.8391 7.6038 3.5039
C 0.4759 7.6688 3.9424
C 1.3606 6.6730 3.5584
C 0.9704 5.6314 2.7449
N 2.7603 6.7161 4.0217
O 3.0925 7.6707 4.6871
O 3.4809 5.7907 3.6973
H -2.2785 6.5065 2.3445
H -1.5418 8.3709 3.7972
H 0.8171 8.4781 4.5718
H 1.6864 4.8780 2.4595
```

Calculated values
total charge = +2
total energy = -3269.951425 hartree
lowest unoccupied orbital energy (alpha / beta) = -6.08 / -6.07 eV
HOMO energy (alpha / beta) = -11.75 / -11.75 eV
2S+1 = 3
<S²> = 2.002

Results of the Mulliken charge analysis, in e, for atoms 1 through 5: 0.810, -0.990, -0.586, -0.883, 0.596

***

Entry from the Open Molecules 2025 dataset: C37H27Br2N3O3Ti as an isolated structure in a non-equilibrium geometry (ωB97M-V with the def2-TZVPD basis set).

```
73
Properties=species:S:1:pos:R:3
Ti 1.0693 -0.5375 0.2911
C 0.1455 -3.5552 -1.7846
C -0.0899 -3.5506 -0.2420
C -0.9782 -4.5336 0.2411
C -1.2819 -4.6250 1.5966
C -0.6444 -3.7637 2.4908
C -0.6738 -3.8682 3.9695
Br -1.8380 -4.9775 4.9037
C 0.0829 -3.0054 4.7744
C 0.7307 -1.8747 4.2185
Br 1.7125 -0.8139 5.4327
C 0.7487 -1.7237 2.8196
O 1.4211 -0.7454 2.2223
C 0.1318 -2.6835 1.9665
N 0.3859 -2.5972 0.5829
H 0.0935 -4.5782 -2.1441
H 1.1475 -3.1717 -1.9603
H -0.6800 -3.0229 -2.3285
H -1.4283 -5.0685 -0.5459
H -1.8689 -5.4730 1.9919
H 0.1488 -3.1343 5.8414
O -3.6496 1.1737 -5.8883
C -3.4403 0.0410 -5.1592
O -4.2691 -0.8391 -5.1417
C -2.1494 0.0166 -4.4078
C -0.9785 0.7648 -4.7330
C 0.0916 0.6681 -3.8801
C 0.0519 -0.0771 -2.6740
C -1.1844 -0.6659 -2.2753
C -2.2615 -0.6263 -3.1589
N 1.1918 -0.2321 -1.8527
C 2.4399 -0.1727 -2.2351
C 3.5148 -0.3767 -1.3182
C 4.9035 -0.3348 -1.7462
C 5.8694 -0.2405 -0.7594
C 5.5103 -0.4840 0.6186
C 4.1973 -0.5696 0.9382
N 3.2039 -0.4044 -0.0081
H -2.9436 1.8240 -5.7045
H -0.8854 1.2810 -5.6687
H 0.9475 1.2238 -4.1124
H -1.2177 -1.2203 -1.3217
H -3.1614 -1.1859 -2.9997
H 2.6888 0.3480 -3.2633
H 5.1921 -0.2046 -2.7942
H 6.9687 -0.0892 -1.0138
H 6.2754 -0.5008 1.3790
H 3.8248 -0.8632 1.9453
C -3.9416 3.2648 3.1896
C -2.5645 3.1130 3.6010
C -1.7986 2.3088 2.7967
C -2.3735 1.4500 1.7686
C -3.7491 1.4976 1.5731
C -4.5942 2.3954 2.2588
C -1.5997 0.6351 0.8757
C -0.2408 0.8805 0.5825
C 0.3892 2.1739 0.3556
C 1.5793 2.5587 0.9893
C 2.0768 3.8345 0.9266
C 1.4689 4.7611 0.0273
C 0.3198 4.3858 -0.6566
C -0.2226 3.1198 -0.5044
H -4.5257 4.0988 3.6563
H -2.1754 3.6050 4.5615
H -0.7204 2.2674 2.8960
H -4.1687 0.8663 0.7423
H -5.6536 2.5435 2.0894
H -2.0950 -0.3073 0.5549
H 1.9311 1.8380 1.7161
H 2.8970 4.1653 1.5354
H 1.9172 5.7226 -0.1746
H -0.1603 5.0420 -1.4033
H -1.0609 2.8294 -1.0599
```

Calculated values
total charge = +2
total energy = -7813.100134 hartree
lowest unoccupied orbital energy = -7.88 eV
HOMO energy = -12.83 eV

Results of the Mulliken charge analysis, in e, for atoms 1 through 5: -0.837, -1.376, 0.909, -1.047, -0.791

***

Entry from the Open Molecules 2025 dataset: C37H27Br2N6O2S3Sc as an isolated structure (ωB97M-V with the def2-TZVPD basis set).

```
78
Properties=species:S:1:pos:R:3
Sc -0.2214 0.1934 -0.9579
C 3.4877 -0.4999 1.7549
C 2.5832 -0.4853 0.5527
N 1.3615 -0.0806 0.6550
N 0.9642 0.2735 1.9460
C 0.1821 1.2903 1.9803
S -0.3495 2.2451 0.6258
S -0.3706 1.7459 3.6151
C 0.4246 3.3871 3.6754
C 1.9215 3.2914 3.5527
C 2.5585 3.6219 2.3611
C 3.9377 3.5006 2.2401
C 4.6941 3.0475 3.3097
C 4.0642 2.7103 4.5021
C 2.6887 2.8298 4.6195
C 3.1005 -0.9536 -0.7369
C 4.2241 -1.7942 -0.7614
C 4.7595 -2.2608 -1.9409
C 4.1833 -1.8652 -3.1498
C 3.0865 -1.0358 -3.1614
C 2.5071 -0.5735 -1.9654
O 1.4476 0.1977 -2.0271
H 3.2409 0.3129 2.4311
H 3.3447 -1.4360 2.3032
H 4.5301 -0.4215 1.4585
H -0.0025 4.0235 2.9019
H 0.1364 3.7870 4.6483
H 1.9687 3.9655 1.5205
H 4.4179 3.7582 1.3044
H 5.7687 2.9549 3.2169
H 4.6473 2.3542 5.3420
H 2.1982 2.5528 5.5457
H 4.6737 -2.1056 0.1724
H 5.6158 -2.9212 -1.9281
H 4.5987 -2.2166 -4.0864
H 2.6230 -0.7220 -4.0878
Br -2.5292 -2.9691 -4.3527
C -2.3173 -1.0998 -4.5070
C -2.8214 -0.4383 -5.6376
C -2.7047 0.9147 -5.7733
Br -3.4068 1.7546 -7.3213
C -2.0724 1.6862 -4.7684
C -1.8854 3.0849 -4.8014
C -1.2531 3.7107 -3.7635
C -0.8094 2.9524 -2.6692
N -0.9776 1.6509 -2.6001
C -1.5825 1.0056 -3.6348
C -1.6819 -0.4241 -3.4774
O -1.1922 -0.9651 -2.4155
H -3.3072 -1.0205 -6.4084
H -2.2420 3.6458 -5.6548
H -1.0906 4.7792 -3.7687
H -0.3081 3.4233 -1.8319
N -2.7292 -3.0860 1.0171
C -2.0400 -3.6008 2.1447
C -2.7259 -4.0931 3.2421
C -2.0131 -4.5712 4.3328
C -0.6273 -4.5143 4.3444
C 0.0539 -3.9850 3.2567
C -0.6540 -3.5620 2.1434
S 0.1290 -2.9805 0.6787
N -0.9735 -1.7421 0.2372
C -2.2227 -1.9811 0.3724
C -3.1990 -0.9995 -0.1806
C -4.5228 -1.3194 -0.4320
C -5.3611 -0.3289 -0.9243
C -4.8565 0.9424 -1.1158
C -3.5112 1.1637 -0.8555
N -2.6970 0.2097 -0.4260
H -3.7295 -3.0637 1.1424
H -3.8098 -4.1091 3.2418
H -2.5472 -4.9743 5.1824
H -0.0754 -4.8704 5.2033
H 1.1333 -3.9079 3.2627
H -4.8989 -2.3241 -0.2937
H -6.3951 -0.5543 -1.1485
H -5.4790 1.7498 -1.4743
H -3.0631 2.1392 -0.9976
```

Calculated values
total charge = 0
total energy = -9008.744021 hartree
lowest unoccupied orbital energy = -0.55 eV
ΔE to the lowest compared entry with this formula, charge and spin = 0.289 eV
HOMO energy = -7.57 eV

Results of the Mulliken charge analysis, in e, for atoms 1 through 5: -0.064, -1.559, 0.928, 1.425, -1.003

***

Entry from the Open Molecules 2025 dataset: C37H27BrClN5O6Sm as an isolated structure in a non-equilibrium geometry (ωB97M-V with the def2-TZVPD basis set).

```
78
Properties=species:S:1:pos:R:3
Sm 0.7101 -0.4523 0.7721
Br 2.1476 -1.5807 -8.4960
C 0.5827 -1.9970 -7.5076
C -0.6540 -1.5426 -7.9508
C -1.7910 -1.8779 -7.2520
C -1.6934 -2.6151 -6.0642
C -0.4346 -3.0488 -5.6213
C 0.6971 -2.7545 -6.3496
N -2.8691 -2.9908 -5.4473
N -3.0571 -3.2247 -4.2623
C -2.3303 -2.9250 -3.1480
C -2.2617 -3.9014 -2.1513
C -1.5528 -3.7008 -0.9840
C -0.9383 -2.4756 -0.6923
O -0.2611 -2.2729 0.3987
C -1.0925 -1.4104 -1.6568
N -0.5768 -0.1860 -1.3251
C -0.6763 0.8017 -2.2032
C -1.3208 0.6654 -3.4358
C -1.8895 -0.5403 -3.7636
C -1.7658 -1.6356 -2.8918
H -0.7167 -0.9378 -8.8408
H -2.7642 -1.5599 -7.5934
H -0.3601 -3.6493 -4.7267
H 1.6674 -3.0912 -6.0145
H -2.7210 -4.8591 -2.3420
H -1.4619 -4.4862 -0.2523
H -0.2593 1.7619 -1.9138
H -1.3898 1.5031 -4.1091
H -2.4450 -0.6345 -4.6824
O -5.1896 1.6416 4.9058
C -4.2966 0.9684 5.6319
O -4.4587 0.7885 6.8048
C -3.0722 0.4488 4.9259
C -2.8567 0.5171 3.5479
C -1.6848 0.0288 3.0057
C -0.6939 -0.5466 3.8231
C -0.9329 -0.6383 5.2026
C -2.1024 -0.1446 5.7348
N 0.4567 -0.9807 3.1747
C 1.4294 -1.5992 3.7654
C 2.5837 -2.0314 3.0016
C 3.6505 -2.7015 3.6127
C 4.7182 -3.1162 2.8390
C 4.7021 -2.8497 1.4748
C 3.6177 -2.1674 0.9391
N 2.5816 -1.7662 1.6714
H -4.9518 1.7452 3.9759
H -3.5951 0.9356 2.8774
H -1.5217 0.0722 1.9082
H -0.2063 -1.0854 5.8624
H -2.2976 -0.2040 6.7953
H 1.4330 -1.8366 4.8280
H 3.6303 -2.8877 4.6754
H 5.5500 -3.6382 3.2855
H 5.5103 -3.1631 0.8360
H 3.5766 -1.9232 -0.1225
C 2.0080 4.9046 -0.6430
C 1.0910 4.7039 0.5288
C -0.2317 5.1193 0.4259
C -1.1004 5.0117 1.4979
Cl -2.7467 5.5029 1.3148
C -0.6573 4.5241 2.7166
C 0.6499 4.0956 2.8252
C 1.5162 4.1432 1.7363
O 2.7958 3.6532 1.9457
C 3.2448 2.6269 1.1047
C 2.2146 1.5328 0.8599
O 1.1386 1.5065 1.5134
O 2.4488 0.6633 -0.0210
H 1.6018 5.6675 -1.3027
H 2.1200 3.9855 -1.2213
H 2.9915 5.2309 -0.3092
H -0.5824 5.5348 -0.5067
H -1.3240 4.4695 3.5633
H 1.0263 3.7047 3.7565
H 4.1096 2.1903 1.6168
H 3.5842 2.9809 0.1228
```

Calculated values
total charge = +1
total energy = -5843.442691 hartree
lowest unoccupied orbital energy (alpha / beta) = -4.54 / -4.54 eV
ΔE to the lowest compared entry with this formula, charge and spin = 0.914 eV
HOMO energy (alpha / beta) = -9.62 / -9.62 eV
2S+1 = 6
<S²> = 8.760

Results of the Mulliken charge analysis, in e, for atoms 1 through 5: 0.871, -0.163, 0.162, -0.479, -0.092

***

Entry from the Open Molecules 2025 dataset: C37H27F9N7O8PPtS as an isolated structure in a non-equilibrium geometry (ωB97M-V with the def2-TZVPD basis set).

```
91
Properties=species:S:1:pos:R:3
Pt -1.1340 -0.1421 -0.4653
O -1.7140 -2.2034 -3.7989
C -1.2020 -1.1306 -3.5143
O -0.4931 -0.9034 -2.4663
C -1.3333 0.0249 -4.5012
C -2.1287 -0.1620 -5.6188
C -2.3112 0.9041 -6.4802
C -1.7584 2.1750 -6.2684
C -0.9502 2.3064 -5.1502
C -0.7749 1.2676 -4.2517
N -0.2706 3.6096 -4.8777
O 0.2106 3.7451 -3.7864
O -0.1852 4.4384 -5.7651
N -3.1666 0.6878 -7.6493
O -3.8258 -0.3375 -7.6398
O -3.1048 1.4618 -8.5984
H -2.5801 -1.1526 -5.7234
H -1.9722 2.9769 -6.9974
H -0.1878 1.4694 -3.3770
C -3.7205 2.4960 4.0721
N -3.5978 2.0102 2.7410
C -4.6271 2.2394 1.8745
C -4.5974 1.7834 0.6190
C -3.4076 1.0568 0.2481
O -3.3084 0.4121 -0.8387
N -2.2969 1.0154 1.0525
C -2.3637 1.4584 2.3371
O -1.4085 1.4863 3.1039
H -4.6910 2.2639 4.4430
H -3.5819 3.5725 4.1112
H -2.9629 2.0247 4.6717
H -5.4852 2.7650 2.3154
H -5.4112 1.9129 -0.0566
F 6.4939 -1.4523 -3.6550
C 6.0077 -0.1973 -3.5044
F 6.9464 0.5513 -2.9194
F 5.8432 0.2416 -4.7568
C 4.7824 -0.1715 -2.6674
C 4.9348 -0.1269 -1.2935
C 3.8431 -0.2738 -0.4573
C 2.5625 -0.2489 -1.0188
C 2.4373 -0.2637 -2.3948
C 3.5286 -0.2504 -3.2333
P 1.1414 -0.1022 0.1280
C 1.4881 1.5206 0.8746
C 0.7882 2.6171 0.4017
C 1.0370 3.8846 0.8922
C 1.9920 4.0078 1.8875
C 2.7400 2.9218 2.3680
C 2.4238 1.6584 1.8956
C 2.3177 5.3443 2.4122
F 3.5312 5.7669 2.0233
F 2.3525 5.3702 3.7774
F 1.4608 6.3168 1.9955
C 1.5426 -1.3385 1.4353
C 1.0410 -1.1396 2.7251
C 1.1733 -2.1663 3.6397
C 1.8721 -3.3246 3.3214
C 2.3918 -3.4976 2.0576
C 2.2508 -2.4888 1.1310
C 1.8130 -4.4341 4.3463
F 0.6476 -5.1106 4.2379
F 1.8741 -4.0005 5.5951
F 2.7684 -5.3472 4.1795
H 5.9282 -0.0425 -0.8605
H 3.9723 -0.2474 0.6024
H 1.4314 -0.2949 -2.7773
H 3.4352 -0.3728 -4.2845
H 0.0790 2.5173 -0.4137
H 0.4841 4.7452 0.5405
H 3.5057 3.0611 3.1549
H 2.9829 0.8172 2.3280
H 0.4663 -0.2353 2.9656
H 0.7694 -1.9912 4.6486
H 2.8995 -4.4103 1.8107
H 2.6358 -2.6380 0.1453
C -3.8441 -3.8055 4.1668
C -2.3903 -3.3025 4.0222
C -1.9930 -3.0359 2.5742
N -1.9251 -1.8706 2.0448
N -1.5679 -1.9671 0.6739
C -1.3453 -3.1837 0.2651
N -0.9487 -3.5745 -0.9672
S -1.6440 -4.3491 1.4808
H -4.0956 -3.9342 5.2138
H -3.9342 -4.7673 3.7349
H -4.5155 -3.1170 3.6330
H -1.7015 -4.0188 4.4216
H -2.2557 -2.3471 4.6055
H -1.0022 -2.8975 -1.7357
H -1.1114 -4.5367 -1.1831
```

Calculated values
total charge = 0
total energy = -4168.966617 hartree
lowest unoccupied orbital energy (alpha / beta) = -0.77 / -1.43 eV
ΔE to the lowest compared entry with this formula, charge and spin = 0.000 eV
HOMO energy (alpha / beta) = -7.84 / -9.13 eV
2S+1 = 3
<S²> = 2.005

Results of the Mulliken charge analysis, in e, for atoms 1 through 5: 2.719, -0.784, 0.386, -0.693, 0.338